[1]
This record from OMol25 describes a molecular structure, C23H25GeNOSe2Te2W in a non-equilibrium geometry. The level of theory is ωB97M-V with the def2-TZVPD basis set.

Positions of all 56 atoms, in Å:
W -2.1506 0.3683 -0.8532
Te -4.5878 -0.9190 -1.6885
Te -4.4857 0.7685 0.6029
Se -3.4673 2.4553 -1.0675
Se -2.5114 -0.9389 -3.0393
Ge 0.4381 -0.4341 -1.2958
O -1.5905 1.3899 1.0112
N -0.7682 3.3842 1.7041
C 2.2073 -0.0435 -0.5486
C 1.0140 -2.9430 -4.6436
C 0.6680 -4.2068 -4.1896
C -1.9193 -2.1241 2.6959
C -0.6211 1.1293 -1.8371
C 3.2453 -0.9139 -0.8629
C 0.5121 -2.0276 -2.4702
C 3.7391 1.3747 0.6455
C 4.5280 -0.6405 -0.4119
C 0.9346 -1.8522 -3.7893
C 4.7736 0.4979 0.3428
C 0.2672 -4.3871 -2.8723
C -2.4868 -2.4048 1.4668
C -1.4103 2.2557 1.9197
C -0.6251 4.3881 2.7624
C -0.7360 -1.3895 2.7585
C -0.1517 3.7211 0.4254
C -1.9661 1.9887 3.2794
C -0.1769 -0.8680 1.6082
C 0.1922 -3.3025 -2.0107
C -1.8924 -1.9239 0.2945
C -0.7353 -1.1085 0.3440
C 2.4567 1.1096 0.1939
H 1.3470 -2.8000 -5.6632
H 3.0432 -1.8011 -1.4519
H 0.0168 -5.3746 -2.5077
H -3.3582 -3.0436 1.4010
H 0.7228 -5.0552 -4.8585
H 0.7432 -0.2994 1.6762
H -1.2004 2.0936 4.0491
H 5.7751 0.7078 0.6934
H -2.3684 -2.5190 3.5981
H -1.5963 4.7095 3.1359
H -0.2515 -1.2251 3.7124
H -2.1898 -2.4009 -0.6310
H 3.9404 2.2688 1.2209
H 1.6466 1.7980 0.4153
H 5.3375 -1.3142 -0.6588
H -2.3866 0.9911 3.3214
H -0.0669 -3.4729 -0.9741
H -0.0339 4.0104 3.5963
H 0.9201 3.8662 0.5688
H -0.5798 4.6471 0.0437
H -0.1865 1.7793 -2.5900
H 1.2107 -0.8647 -4.1421
H -2.7516 2.7138 3.5067
H -0.3104 2.9260 -0.2905
H -0.1167 5.2557 2.3537

Values from the calculation:
LUMO energy (spin up / spin down), eV: -8.410 / -8.410
M, g/mol: 1001.0
Total charge: +2
Energy above the lowest of the compared OMol25 structures with the same formula, charge and spin, eV: 1.331

***

[2]
This record from OMol25 describes a molecular structure, C24H19F5N14O3S3ScTe. The level of theory is ωB97M-V with the def2-TZVPD basis set.

Positions of all 70 atoms, in Å:
Te -0.1225 -4.0451 -1.3676
Sc 1.1408 -0.8331 -0.6499
S -1.4428 2.4552 0.6488
S -0.8996 -0.6165 2.3541
S 0.8548 4.3136 0.3393
F 0.8008 -4.3741 -2.9374
F -1.7458 -4.1066 -2.3091
F 2.3634 -2.1031 -1.4262
F 1.4069 -4.4460 -0.4021
F -0.4219 -5.8904 -1.2585
O 4.7703 -0.2238 -2.6559
O -0.1914 -2.2455 -1.4802
O 2.4493 0.4352 -1.6705
N 0.5416 -4.0565 2.3182
N 2.8747 -1.4967 2.4497
N -1.1830 0.2017 -1.9646
N -1.0943 -3.9885 0.4795
N 2.2219 -1.1770 1.3851
N 2.3517 2.1909 -0.2094
N -2.4498 -4.0534 0.4517
N -3.3659 -0.6114 0.7050
N -1.0037 -0.5327 0.6469
N -2.8506 -4.1901 1.6538
N 1.0666 1.6826 0.0476
N 2.3520 -2.6167 2.9663
N -1.8142 -4.2028 2.5147
N 1.2595 -2.0883 1.1489
C -0.7320 -4.0711 1.7762
C -4.9526 0.9560 3.6495
C -2.0382 -0.3892 -4.1127
C 5.1320 1.0136 -2.2854
C 4.3249 1.8809 -1.5304
C -2.4558 0.0484 2.8370
C 2.9645 1.4794 -1.1043
C -3.8628 1.0840 4.4937
C -1.1267 0.2561 -3.2895
C 6.8698 2.6908 -2.3271
C -2.1703 -0.5054 -1.4110
C -3.1297 -1.1849 -2.1437
C -0.7688 5.0460 0.6874
C -1.5773 4.0479 1.4910
C 4.8194 3.1392 -1.1855
C 6.0769 3.5542 -1.5752
C -3.5510 -0.0643 1.9874
C -4.7933 0.3972 2.3874
C 0.2703 2.6404 0.3096
C -2.6112 0.6459 4.0766
C 6.4067 1.4398 -2.6763
C -2.1435 -0.5623 0.0771
C -3.0491 -1.1313 -3.5262
C 1.3764 -2.9565 2.1344
H -5.9311 1.2940 3.9643
H 7.0116 0.7527 -3.2533
H 7.8602 2.9984 -2.6411
H -3.9792 1.5238 5.4751
H -1.2755 5.2829 -0.2488
H -3.7501 -1.6876 -4.1342
H -0.6014 5.9678 1.2450
H -1.7479 0.7529 4.7219
H -1.1923 3.9554 2.5071
H -3.8565 -1.8156 -1.6484
H -4.1615 -0.5475 0.0917
H -1.9345 -0.3297 -5.1871
H 0.5156 -4.3486 3.2851
H 6.4395 4.5357 -1.2993
H -2.6351 4.3082 1.5311
H -5.6391 0.3067 1.7155
H -0.3054 0.8289 -3.7058
H 4.1781 3.7840 -0.5996
H 3.8574 -0.3982 -2.3375

Values from the calculation:
LUMO energy, eV: 1.809
M, g/mol: 915.3
Total charge: -1
Energy above the lowest of the compared OMol25 structures with the same formula, charge and spin, eV: 0.321

***

[3]
This record from OMol25 describes 6 unconnected molecules or ions with the total composition C18H48O6 in a non-equilibrium geometry. The level of theory is ωB97M-V with the def2-TZVPD basis set.

Positions of all 72 atoms, in Å:
O 0.0874 -2.4309 0.0885
O 3.8143 -2.1529 2.5204
O 0.2401 5.8482 -1.0100
O -2.0985 -3.6639 1.6955
O 0.6661 0.0064 -6.4535
O -4.7336 2.1270 2.4176
C -3.7358 -4.7400 0.2404
C 1.3189 -0.1731 -5.2676
C 2.1517 1.1098 -4.9142
C -3.8372 3.1739 2.0836
C -1.0362 -0.2766 0.2506
C 5.4811 -2.3924 0.9489
C -4.2058 -3.9426 2.7102
C -3.7817 3.2316 0.5346
C 4.2218 -4.3764 2.0117
C 4.2086 -3.0242 1.4043
C -3.4430 -3.6621 1.3130
C 0.3913 -0.6400 -4.2089
C 1.5677 -0.5347 -0.0584
C 0.1304 -1.0621 -0.4040
C 2.3353 5.2194 -0.2134
C 0.8457 5.1259 0.0585
C -2.5311 3.0669 2.8899
C 0.2310 3.7188 0.3521
H -5.2749 -4.0785 2.5471
H 0.7414 -2.4659 0.7905
H 0.6999 5.6958 0.9761
H 2.6366 4.7159 -1.1320
H 2.6530 6.2357 -0.4468
H 0.4519 3.4467 1.3843
H 2.9621 4.8513 0.5988
H 2.3216 -1.2655 -0.3510
H 2.8189 0.7409 -4.1352
H -1.0413 0.7801 -0.0167
H -1.5732 -3.5192 0.9051
H 1.7843 0.3815 -0.6078
H -1.0696 -0.4159 1.3312
H -2.1334 2.1533 2.4480
H -1.7332 3.7900 2.7212
H -0.4163 0.0764 -4.0583
H 6.1209 -2.0580 1.7656
H -3.9844 -3.1811 3.4580
H -2.8337 3.0574 3.9371
H -3.4904 -5.7565 0.5479
H 0.5044 2.9831 -0.4043
H -3.7297 -2.7075 0.8717
H -2.9713 3.8577 0.1613
H 4.5757 -5.0471 1.2288
H -1.8912 -0.8869 -0.0404
H 4.8365 -4.4255 2.9106
H -4.7302 3.5033 0.0713
H 5.3552 -1.4429 0.4287
H -0.8395 3.9038 0.4407
H -4.1565 4.1512 2.4456
H 1.0018 -0.7961 -3.3195
H 1.3924 1.7914 -4.5310
H -5.5852 2.5410 2.2597
H -4.7780 -4.7859 -0.0757
H 0.0232 -1.0592 -1.4888
H -3.9595 -4.9232 3.1173
H 2.6638 1.3854 -5.8360
H -3.4153 2.2516 0.2290
H 2.0761 -0.9324 -5.4629
H 3.4392 -2.8787 0.6461
H -3.2014 -4.6015 -0.6995
H -0.3578 6.4711 -0.5905
H 4.5114 -2.3364 3.1545
H 0.3805 0.9143 -6.3277
H 6.0743 -3.0809 0.3471
H -0.0618 -1.6225 -4.3409
H 1.7385 -0.3221 0.9969
H 3.1755 -4.6459 2.1552

Values from the calculation:
SMILES: CC(C)O.CC(C)O.CC(C)O.CC(C)O.CC(C)O.CC(C)O
LUMO energy, eV: 0.524
M, g/mol: 360.6
Energy above the lowest of the compared OMol25 structures with the same formula, charge and spin, eV: 2.918

***

[4]
This record from OMol25 describes 11 unconnected molecules or ions with the total composition C41H103BN9O18 in a non-equilibrium geometry. The level of theory is ωB97M-V with the def2-TZVPD basis set.

Positions of all 172 atoms, in Å:
O 1.7964 0.7932 0.9783
O 6.8659 -1.1415 -0.7982
O 0.5898 -1.1731 1.8619
O 2.0435 -0.8836 -4.5460
O -0.5867 -6.2981 4.7496
O -2.7154 2.6585 2.0562
O 1.1298 -3.2017 2.7710
O 3.0504 -3.1237 0.4105
O -0.6059 2.4780 -5.2224
O 1.4199 3.1197 0.8092
O 0.0182 6.8206 -0.3285
O 0.3952 4.8127 4.9663
O -1.1372 -4.3440 -2.2091
O -0.9471 2.1335 -0.8376
O 1.8572 -1.2753 -0.1125
O -0.1308 0.1275 -0.1904
O -4.1605 -1.1258 -0.2061
O -1.2747 -1.0163 5.6772
N -2.8441 7.6844 -0.4987
N 0.9690 -3.0103 5.9148
N 1.5774 1.7353 -6.9945
N 5.3615 -2.0290 -5.6527
N -3.4761 -2.7696 -3.4936
N -3.1017 -5.4768 6.1326
N -2.5269 6.9961 3.9840
N -5.0056 -3.7395 0.4248
N 9.6429 -1.3577 -0.6833
C -2.2116 7.0002 -1.6147
C -1.7792 2.7558 -4.3448
C 7.4872 -1.5255 0.3838
C 1.1789 6.0403 -0.3162
C -0.6490 7.2215 -1.5852
C 5.5695 -0.4962 -0.6280
C -5.6458 -3.0264 -0.6939
C -3.0816 -6.4863 5.0735
C 2.5799 -1.1518 5.8540
C 9.5120 -2.6180 1.4051
C 1.1502 -1.5744 6.2500
C -0.4542 6.9189 2.9436
C -1.8667 -6.1515 4.1025
C -2.7872 7.3977 -3.0281
C 4.3809 -1.1101 -5.0368
C 0.2769 -0.0259 -7.8654
C -0.9272 5.4221 4.9320
C -2.0983 -2.3253 -3.2574
C -0.4857 1.1710 -5.7095
C 1.9077 -1.0968 -3.1231
C -4.4261 -6.4132 4.2188
C -3.9226 0.1516 0.4188
C -1.4919 6.0644 3.7035
C -5.5196 -1.4757 -0.3115
C 2.9277 -1.7032 -5.2138
C -2.1222 -0.0893 5.0393
C -2.0589 -0.7833 -3.3101
C 0.5844 -6.1477 3.9557
C 1.2210 -2.3131 1.8782
C -0.0842 1.4318 -0.2536
C -0.5296 -5.0365 -1.0912
C 0.2170 1.2851 -7.1322
C 8.7597 -2.2676 0.0694
C 4.5689 0.2678 -5.7187
C -3.3113 3.5523 1.1107
C 2.1632 -2.3540 0.6282
C 0.0900 -0.7510 5.4451
C 0.6432 3.9230 3.8432
C -7.1016 -3.6442 -0.7606
C 1.1489 1.9566 0.5232
C -1.4565 -2.9579 -2.0005
B 1.0301 -0.3980 0.6317
H -2.0534 -2.8735 -1.0923
H 5.7554 0.4658 -0.1505
H 0.6523 0.0838 -8.8828
H 3.7061 0.9040 -5.5215
H -1.6958 4.6694 5.1078
H -3.3435 4.5649 1.5129
H 0.3496 2.9430 4.2192
H -3.0165 -7.5215 5.4085
H -2.8490 3.6519 0.1286
H -4.1449 -3.2240 0.5409
H -1.9898 -6.6613 3.1470
H -3.0938 7.0498 3.1499
H 9.5758 -1.7263 2.0287
H -1.7891 2.4591 1.9016
H 4.6328 -1.1546 -3.9772
H -6.0020 -0.8812 -1.0873
H -0.3994 8.2765 -1.6977
H -2.1088 -5.3630 6.2791
H 0.0109 -3.2692 6.1021
H 1.3806 2.6025 -6.5157
H 2.5371 -1.6603 -6.2305
H -2.0618 0.0204 3.9565
H -7.6783 -3.2976 -1.6181
H -2.9961 -0.3369 -2.9777
H -5.5732 -3.5809 1.2451
H -3.3029 -3.7334 -3.7409
H 7.7355 -0.6455 0.9771
H 9.0343 -0.8973 -1.3448
H -7.1236 -4.7262 -0.8907
H 3.2985 -1.6506 6.5043
H 5.1343 -0.2046 -1.5838
H 2.8399 -0.1067 6.0224
H 2.7724 -1.3220 4.7947
H 10.5122 -3.0377 1.2977
H 8.8938 -3.2568 2.0358
H 1.0779 -3.1742 4.9242
H -0.0636 6.5947 -2.2579
H -3.3910 -5.9699 6.9652
H 4.8251 -1.0465 -0.0526
H 0.0890 0.5100 -5.0608
H -2.4602 3.3833 -4.9199
H 1.1232 -7.0646 3.7170
H 2.6961 -2.7502 -5.0182
H 0.2994 0.2880 5.6996
H -5.2640 -6.1976 4.8818
H 0.2856 6.2421 2.5162
H 10.2019 -1.8738 -1.3476
H -2.4521 6.8037 -3.8785
H -2.4633 1.9603 -4.0496
H -0.8578 7.3483 2.0267
H 1.6786 3.9626 3.5047
H 0.0291 7.6066 3.6376
H -3.8196 -2.7053 -2.5460
H -3.8646 7.2796 -2.9128
H -4.4489 -5.5562 3.5456
H -7.7371 -3.3835 0.0857
H -2.0799 0.8791 5.5379
H -1.3362 -0.3475 -2.6203
H 8.5375 -3.1004 -0.5978
H 1.1565 -0.3675 -2.8203
H 2.8572 -1.1198 -2.5884
H -0.2468 2.0535 -7.7507
H -1.5061 0.8146 -5.8506
H -6.0416 -1.3707 0.6396
H 0.8805 -0.7703 -7.3460
H 1.3214 -5.4560 4.3637
H 6.8202 -2.0996 1.0270
H -3.1679 -0.3930 4.9913
H -0.9637 6.0497 5.8224
H -1.0919 -5.2489 -0.1819
H -1.8610 -0.4531 -4.3299
H -3.0581 6.5865 4.7390
H 0.9776 -1.2644 7.2807
H -1.9852 -5.0967 3.8548
H 5.0700 -2.9935 -5.5829
H -0.4552 -2.5852 -1.7845
H -1.5202 3.2655 -3.4168
H -0.0531 4.1113 3.0260
H 5.4133 0.8261 -5.3145
H 1.9007 6.4197 -1.0396
H 0.3082 -4.4351 -0.7382
H -2.8349 0.1199 0.4829
H 5.2182 -1.9484 -6.6492
H 1.6134 5.9290 0.6772
H -0.0852 -5.9765 -1.4182
H -1.6243 -2.8278 -4.1006
H -1.8426 5.2971 3.0133
H -0.7187 -0.4223 -8.0647
H 0.9000 5.0917 -0.7748
H -4.2718 0.9847 -0.1911
H -3.8027 7.3958 -0.3643
H -4.2440 0.1931 1.4595
H 2.0142 1.2024 -6.2560
H -5.0739 -3.2241 -1.6006
H -4.5928 -7.2852 3.5864
H -2.7044 8.4634 -3.2416
H 1.3617 -2.0327 -3.0044
H -2.3984 5.9276 -1.5628
H 4.6461 0.0781 -6.7893
H 0.3938 -5.7036 2.9786
H 0.1589 -0.8207 4.3595
H -4.3547 3.3042 0.9160
H -2.3081 7.5021 0.3377

Values from the calculation:
LUMO energy, eV: 1.895
M, g/mol: 1021.1
Total charge: -1
Energy above the lowest of the compared OMol25 structures with the same formula, charge and spin, eV: 3.749